Entry 1:
23
Properties=species:S:1:pos:R:3 method="wB97M-V/def2-TZVPD" energy_ev=-31270.496 de_lowest_kcal_mol=0.0 e_homo_ev=-10.1 homo_lumo_gap_ev=10.76 smiles="C[Si](C)(C)C1=CCOS1(=O)=O" largest_force_ev_per_a=4.67 lumo_energy_ev=0.666
C -1.60 1.66 0.32
C -1.25 0.41 0.26
C -3.00 1.88 -0.09
C 1.58 0.43 1.05
C 0.80 -0.39 -1.74
C 0.34 -2.42 0.87
O -3.08 -1.62 0.62
O -2.69 -0.74 -1.72
O -3.69 0.66 -0.05
Si 0.40 -0.53 0.05
S -2.79 -0.56 -0.27
H -0.97 2.50 0.54
H -3.64 2.45 0.58
H -3.22 2.28 -1.07
H 2.53 -0.07 1.03
H 1.82 1.34 0.46
H 1.16 0.52 2.05
H 1.12 0.72 -1.75
H 1.68 -0.91 -2.10
H 0.12 -0.53 -2.52
H 1.05 -3.09 0.52
H 0.46 -2.29 1.95
H -0.71 -2.76 0.55

Entry 2:
24
Properties=species:S:1:pos:R:3 method="wB97M-V/def2-TZVPD" energy_ev=-24534.240 de_lowest_kcal_mol=2.1 e_homo_ev=-8.9 homo_lumo_gap_ev=9.68 largest_force_ev_per_a=3.85 lumo_energy_ev=0.749
C -1.23 -1.48 0.76
C -1.21 2.04 -1.06
C 0.12 -2.15 0.46
C -0.94 1.41 -2.50
C -1.46 -0.05 0.37
C -1.08 0.63 -0.70
O 1.06 -1.51 1.19
O -0.43 0.19 -1.85
O 2.02 0.23 -0.62
O 3.18 -0.54 1.90
O 1.23 1.17 1.80
Si 1.85 -0.09 0.95
H -2.02 -2.12 0.28
H -1.27 -1.67 1.89
H -0.49 2.81 -0.71
H -2.23 2.43 -0.89
H 0.00 -3.21 0.68
H 0.53 -2.23 -0.63
H -1.89 1.45 -3.11
H -0.21 1.97 -3.00
H -1.85 0.59 1.16
H 1.19 0.12 -1.11
H 3.87 -1.17 1.99
H 1.28 1.19 2.74

Entry 3:
20
Properties=species:S:1:pos:R:3 method="wB97M-V/def2-TZVPD" energy_ev=-19292.600 de_lowest_kcal_mol=156.5 e_homo_ev="-8.9 / -8.2" homo_lumo_gap_ev="8.19 / 8.21" largest_force_ev_per_a=3.56 lumo_energy_ev="-0.661 / 0.034"
C -2.79 0.24 -0.08
C -0.01 0.40 1.53
C -1.73 0.34 -0.80
C 0.02 1.30 2.67
C -1.66 0.11 -2.28
C 3.57 0.01 -0.50
O -0.16 2.41 -0.26
S -0.02 0.94 -0.19
H -3.03 0.49 0.95
H -3.65 -0.21 -0.45
H 0.59 -0.57 1.50
H 0.94 1.91 2.72
H -0.12 0.79 3.70
H -0.92 2.05 2.64
H -2.68 -0.52 -2.49
H -1.69 1.13 -2.67
H -0.70 -0.37 -2.57
H 2.66 -0.29 -1.06
H 4.58 0.20 -0.98
H 3.41 0.32 0.56

Entry 4:
28
Properties=species:S:1:pos:R:3 method="wB97M-V/def2-TZVPD" energy_ev=-311077.049 e_homo_ev="-13.8 / -13.8" homo_lumo_gap_ev="5.22 / 5.23" largest_force_ev_per_a=0.10 lumo_energy_ev="-8.583 / -8.576" charge=+2
Tc 1.45 -0.56 -0.33
C -0.29 0.85 2.20
C -1.26 1.28 1.12
S -0.45 1.29 -0.52
C -1.66 0.50 -1.60
C -1.96 -0.94 -1.23
S -0.45 -1.94 -1.07
C -0.72 -2.80 0.51
C -0.84 -1.89 1.72
S 0.56 -0.72 1.88
H -0.81 0.74 3.16
H 0.51 1.57 2.35
H -1.60 2.30 1.32
H -2.14 0.65 1.07
H -1.22 0.58 -2.60
H -2.57 1.10 -1.60
H -2.56 -1.40 -2.02
H -2.52 -1.01 -0.30
H 0.13 -3.48 0.59
H -1.62 -3.41 0.40
H -0.84 -2.49 2.63
H -1.77 -1.32 1.71
Se 3.97 4.56 -1.41
Sb 5.63 2.89 -2.29
Se 4.72 0.75 -0.96
Se 2.54 1.43 -0.93
Se 3.47 3.43 -3.45
O 2.30 -1.95 -0.36

Entry 5:
19
Properties=species:S:1:pos:R:3 method="wB97M-V/def2-TZVPD" energy_ev=-17250.330 de_lowest_kcal_mol=29.3 e_homo_ev=-9.1 homo_lumo_gap_ev=10.01 smiles="C=CC=C.CCS" largest_force_ev_per_a=1.03 lumo_energy_ev=0.930
C -1.43 1.73 -2.16
C -1.37 1.01 -0.82
S -0.92 2.18 0.50
H -0.47 2.18 -2.42
H -2.16 2.53 -2.16
H -1.64 1.02 -2.96
H -2.34 0.57 -0.58
H -0.68 0.19 -0.95
H -0.81 1.24 1.44
C 1.12 -0.88 2.02
C 1.28 -1.26 0.75
C 1.53 -2.66 0.38
C 1.44 -3.13 -0.87
H 1.26 -1.59 2.81
H 0.95 0.18 2.19
H 1.23 -0.60 -0.10
H 1.75 -3.36 1.18
H 1.62 -4.17 -1.06
H 1.26 -2.43 -1.68

Entry 6:
20
Properties=species:S:1:pos:R:3 method="wB97M-V/def2-TZVPD" energy_ev=-25125.174 de_lowest_kcal_mol=76.9 e_homo_ev="-6.7 / -7.3" homo_lumo_gap_ev="7.06 / 7.96" smiles="CC1=C([SiH3])[C@H](C)CS1" largest_force_ev_per_a=8.07 lumo_energy_ev="0.325 / 0.692"
C -0.04 -0.40 -0.40
C -1.12 1.04 -0.19
C 1.48 1.58 -0.33
C 1.32 0.04 -0.22
C -2.60 0.86 0.14
C 1.69 -0.35 1.18
Si -0.65 -2.12 -0.81
S -0.15 2.44 0.01
H 2.21 1.98 0.31
H 1.69 1.87 -1.36
H 2.00 -0.51 -0.94
H -3.14 0.52 -0.81
H -3.15 1.78 0.55
H -2.60 0.01 0.74
H 2.81 -0.59 1.25
H 1.06 -1.14 1.60
H 1.43 0.52 1.86
H 0.32 -2.42 -1.83
H -2.15 -2.11 -1.07
H -0.41 -2.99 0.32